Record 1
A cluster of 7 separate species, C45H31F5NO12 in total, computed with the ωB97M-V functional and the def2-TZVPD basis.

Output
Gap between HOMO and LUMO in eV: 1.9
Net charge: -1
Multiplicity: 1
E in a.u.: -3190.15643

Last column: Mulliken charge in e.
Positions of all 94 atoms, in Å:
N 2.1668 -0.0717 3.4411  -0.441
C 1.4675 -0.3351 2.1523  -0.380
C 0.6843 0.8473 1.7132  1.062
F 1.0517 2.0386 2.3703  -0.391
F 0.8340 1.0815 0.3567  -0.364
C -0.8372 0.7488 1.9403  -0.377
C -1.5906 1.8574 2.3085  -0.553
C -2.9629 1.7517 2.5215  -0.348
C -3.5882 0.5257 2.3751  -0.795
C -2.8360 -0.5895 2.0169  0.180
C -3.4985 -1.9211 1.8959  1.118
F -3.6186 -2.5506 3.0919  -0.284
F -4.7625 -1.8298 1.3952  -0.330
F -2.8352 -2.7776 1.0869  -0.295
C -1.4696 -0.4772 1.7909  -0.549
H 2.6201 -0.9449 3.6853  0.200
H 1.4363 0.0254 4.1415  0.194
H 2.1992 -0.5521 1.3764  -0.156
H -1.0999 2.8098 2.4456  0.604
H -3.5620 2.6063 2.8047  0.301
H -4.6552 0.4308 2.5300  0.421
H -0.8971 -1.3497 1.5101  0.460
C 7.3820 1.1704 1.2150  -0.458
C 6.2779 0.8603 0.5330  -0.314
C 4.9353 0.9832 1.1412  0.406
O 3.9310 0.6966 0.5103  -0.501
C 4.8667 1.4568 2.5365  -0.203
C 5.9807 1.7630 3.2175  -0.451
C 7.3149 1.6480 2.6146  0.296
O 8.3359 1.9333 3.2262  -0.641
H 8.3733 1.0892 0.7851  0.392
H 6.3095 0.5078 -0.4919  0.453
H 3.8746 1.5245 2.9736  0.395
H 5.9503 2.1071 4.2438  0.413
C 7.1189 -4.3221 -1.0270  -0.363
C 7.0196 -3.9804 0.2540  -0.468
C 5.9127 -3.1122 0.7375  0.276
O 5.8302 -2.8031 1.9044  -0.541
C 4.9232 -2.6435 -0.2668  -0.231
C 5.0270 -2.9873 -1.5485  -0.332
C 6.1285 -3.8525 -2.0278  0.387
O 6.2267 -4.1713 -3.1969  -0.562
H 7.9154 -4.9523 -1.4027  0.416
H 7.7294 -4.3105 1.0021  0.411
H 4.1249 -2.0075 0.1016  0.564
H 4.3181 -2.6530 -2.2952  0.446
C 5.2313 -8.3788 -6.8002  -0.329
C 5.5542 -7.6164 -7.8403  -0.349
C 5.4525 -6.1357 -7.7713  0.400
O 5.7472 -5.4455 -8.7238  -0.552
C 4.9779 -5.5412 -6.4983  -0.315
C 4.6534 -6.3033 -5.4576  -0.283
C 4.7560 -7.7820 -5.5248  0.338
O 4.4658 -8.4823 -4.5793  -0.546
H 5.2970 -9.4591 -6.8262  0.399
H 5.9034 -8.0280 -8.7789  0.398
H 4.9145 -4.4612 -6.4674  0.410
H 4.3098 -5.8863 -4.5201  0.420
C -4.6168 -4.3379 -1.8442  -0.274
C -5.0886 -3.1609 -1.4386  -0.172
C -5.8942 -2.3067 -2.3476  0.281
O -6.3331 -1.2352 -1.9902  -0.547
C -6.1510 -2.8142 -3.7212  -0.387
C -5.6778 -3.9902 -4.1218  -0.394
C -4.8736 -4.8466 -3.2126  0.343
O -4.4487 -5.9209 -3.5831  -0.554
H -4.0250 -4.9761 -1.2001  0.450
H -4.9077 -2.7771 -0.4414  0.429
H -6.7404 -2.1733 -4.3648  0.404
H -5.8515 -4.3808 -5.1166  0.400
C -7.4543 6.4382 3.7996  -0.496
C -6.4442 5.9798 3.0656  -0.157
C -6.0011 4.5681 3.1700  0.617
O -5.0769 4.1472 2.5033  -0.480
C -6.7226 3.6837 4.1181  -0.371
C -7.7329 4.1434 4.8507  -0.415
C -8.1793 5.5569 4.7488  0.274
O -9.1018 5.9726 5.4168  -0.559
H -7.7941 7.4644 3.7424  0.446
H -5.8997 6.6061 2.3699  0.246
H -6.3785 2.6584 4.1747  0.445
H -8.2752 3.5201 5.5501  0.416
C -2.9874 8.9010 -0.0064  -0.449
C -1.9793 8.4422 -0.7414  -0.421
C -1.5320 7.0266 -0.6430  0.241
O -0.6141 6.6189 -1.3176  -0.527
C -2.2549 6.1437 0.3089  -0.540
C -3.2639 6.6065 1.0439  -0.130
C -3.7076 8.0167 0.9412  0.679
O -4.6327 8.4410 1.6089  -0.564
H -3.3307 9.9265 -0.0611  0.398
H -1.4378 9.0655 -1.4416  0.400
H -1.9156 5.1163 0.3655  0.608
H -3.8083 5.9819 1.7405  0.303



Record 2
A cluster of 4 separate species, C45H32NO8 in total at a distorted geometry, computed with the ωB97M-V functional and the def2-TZVPD basis.

Output
Gap between HOMO and LUMO in eV: 7.2
Net charge: +1
Multiplicity: 1
E in a.u.: -2390.40856

Last column: Mulliken charge in e.
Positions of all 86 atoms, in Å:
N 2.0324 2.2282 2.0404  -0.256
C 1.1033 1.3693 1.1729  -0.451
C -0.0637 2.4099 0.5794  -0.540
C -1.3963 2.1323 1.5492  0.228
O -1.5334 2.9045 2.6326  -0.373
O -2.3379 1.0229 1.2068  -0.425
H 1.4099 2.8753 2.6109  0.199
H 2.6333 1.6210 2.6747  0.416
H 2.6229 2.7749 1.3476  0.406
H 1.7183 0.8525 0.3093  0.281
H 0.5817 0.5818 1.9019  0.375
H 0.3127 3.5165 0.6379  0.410
H -0.2944 2.1598 -0.5560  0.332
H -1.9473 0.2365 1.7123  0.372
C -0.2667 -5.3933 -0.7004  -0.627
C -0.2487 -4.0924 -0.1980  -0.555
C 0.8666 -3.2791 -0.4053  -0.543
C 1.9733 -3.7725 -1.1070  0.297
C 1.9651 -5.0812 -1.5878  1.044
C 0.8377 -5.8900 -1.3942  -0.821
C 3.1463 -5.6284 -2.2861  0.078
O 3.1385 -6.7768 -2.7119  -0.673
C 4.3392 -4.7750 -2.4559  0.258
C 5.4868 -5.2996 -3.0646  -0.624
C 6.6148 -4.4953 -3.2411  -0.555
C 6.5969 -3.1660 -2.8200  -0.496
C 5.4570 -2.6424 -2.2082  -0.682
C 4.3293 -3.4518 -2.0171  0.442
C 3.1414 -2.8992 -1.3369  0.656
O 3.1265 -1.7323 -0.9623  -0.771
H -1.1395 -6.0240 -0.5469  0.417
H -1.1044 -3.7095 0.3537  0.387
H 0.8714 -2.2628 -0.0147  0.523
H 0.8187 -6.9083 -1.7786  0.499
H 5.5079 -6.3356 -3.3991  0.499
H 7.5066 -4.9062 -3.7093  0.410
H 7.4728 -2.5371 -2.9639  0.411
H 5.4521 -1.6050 -1.8776  0.424
C -4.0394 7.0768 10.4140  -0.469
C -3.0513 8.0426 10.6028  -0.473
C -2.0490 8.2125 9.6463  -0.551
C -2.0276 7.4053 8.5024  0.198
C -3.0015 6.4232 8.3256  0.200
C -4.0167 6.2662 9.2782  -0.568
C -2.9602 5.5331 7.1475  0.610
O -3.8173 4.6725 6.9897  -0.669
C -1.8669 5.6893 6.1675  0.056
C -1.7827 4.8146 5.0763  -0.742
C -0.7595 4.9638 4.1376  -0.174
C 0.1744 5.9896 4.2802  -0.557
C 0.0962 6.8589 5.3692  -0.706
C -0.9210 6.7020 6.3200  0.012
C -0.9741 7.6042 7.4873  0.728
O -0.1509 8.5031 7.6158  -0.669
H -4.8258 6.9506 11.1549  0.394
H -3.0617 8.6658 11.4943  0.397
H -1.2838 8.9720 9.7979  0.454
H -4.7882 5.5107 9.1402  0.456
H -2.5097 4.0130 4.9560  0.495
H -0.6929 4.2802 3.2939  0.741
H 0.9673 6.1105 3.5452  0.395
H 0.8318 7.6544 5.4766  0.468
C -4.2413 -1.5123 -8.0598  -0.468
C -4.8017 -2.7844 -7.9464  -0.478
C -4.0812 -3.8131 -7.3373  -0.535
C -2.7907 -3.5722 -6.8506  0.207
C -2.2210 -2.3068 -6.9860  0.160
C -2.9525 -1.2711 -7.5818  -0.526
C -0.8419 -2.0542 -6.5210  0.633
O -0.3420 -0.9420 -6.6364  -0.688
C -0.0714 -3.1629 -5.9233  0.311
C 1.2571 -2.9524 -5.5310  -1.088
C 1.9887 -3.9919 -4.9526  -0.167
C 1.3947 -5.2383 -4.7561  -0.444
C 0.0733 -5.4524 -5.1511  -1.058
C -0.6578 -4.4149 -5.7448  0.349
C -2.0430 -4.6616 -6.1917  0.591
O -2.5642 -5.7581 -6.0237  -0.674
H -4.8063 -0.7083 -8.5263  0.395
H -5.8013 -2.9756 -8.3305  0.395
H -4.5271 -4.8023 -7.2477  0.455
H -2.5195 -0.2770 -7.6787  0.451
H 1.7272 -1.9814 -5.6780  0.472
H 3.0217 -3.8278 -4.6535  0.547
H 1.9621 -6.0461 -4.2990  0.673
H -0.3821 -6.4295 -4.9990  0.489



Record 3
A structure of composition C45H34AsN12O3S2Ti at a distorted geometry, computed with the ωB97M-V functional and the def2-TZVPD basis.

Output
Gap between HOMO and LUMO (alpha / beta) in eV: 6.6 / 7.0
Energy above the lowest of the compared OMol25 structures with the same formula, charge and spin in kJ/mol: 378.42
Expectation value of S²: 0.7545
Multiplicity: 2
E in a.u.: -6499.62584

Last column: Mulliken charge in e.
Positions of all 98 atoms, in Å:
Ti -12.7958 -8.0016 16.1706  0.711
S -14.9405 -8.2248 15.3591  -0.322
C -14.4799 -9.5913 14.3037  0.513
C -15.4740 -10.6063 14.2331  -0.111
N -16.2240 -11.4948 14.3296  -0.479
C -13.2214 -9.8225 13.7813  0.454
S -11.9393 -8.6316 14.0966  -0.321
C -12.8609 -11.0763 13.2024  -0.088
N -12.5714 -12.1157 12.7367  -0.480
C -13.9144 -10.0470 21.0656  -0.853
N -13.1796 -9.7406 19.8653  0.916
C -13.5607 -9.0065 18.8037  -0.228
N -12.9487 -9.4174 17.7191  0.045
C -12.1787 -10.4958 18.1799  -0.380
N -12.2427 -10.6555 19.4797  -1.031
C -14.4429 -8.8071 21.7607  0.668
C -15.6888 -8.8554 22.3415  -0.674
C -16.3299 -7.6221 22.7051  -0.626
C -15.6639 -6.4253 22.6546  -0.885
C -14.3214 -6.4066 22.1589  0.699
C -13.6463 -7.5619 21.7422  -0.525
C -13.4869 -5.2174 22.2453  0.431
N -13.7781 -3.9730 22.1707  -0.512
N -12.5902 -3.2792 22.3103  -0.475
C -11.6264 -4.0687 22.6473  0.289
O -12.1655 -5.3757 22.6676  -0.269
C -10.1677 -3.9538 22.7821  0.755
C -9.4686 -4.8656 23.5789  -0.829
C -8.0589 -4.7433 23.6845  -0.585
C -7.3200 -3.9259 22.8737  -0.730
C -8.0423 -3.0963 21.9616  0.662
C -7.2130 -2.4278 20.9234  -0.879
N -7.3949 -2.9083 19.5432  0.750
C -7.5906 -4.1665 19.1406  -0.005
N -7.5486 -4.2440 17.8186  -0.561
C -7.3503 -2.9758 17.4428  -0.219
N -7.2388 -2.0951 18.4213  -0.936
C -9.4480 -3.0060 22.0271  -0.436
H -13.1644 -10.5909 21.7392  0.311
H -14.8179 -10.7503 20.8429  0.347
H -14.3089 -8.2013 18.7445  0.519
H -11.3388 -10.9679 17.6083  0.410
H -16.1681 -9.8092 22.6016  0.422
H -17.3207 -7.6707 23.0905  0.429
H -16.0939 -5.5557 23.1021  0.508
H -12.5438 -7.5310 21.5757  0.482
H -9.9777 -5.5774 24.1867  0.518
H -7.5708 -5.3566 24.4562  0.360
H -6.2193 -3.8340 22.9586  0.339
H -6.0994 -2.5468 21.1205  0.300
H -7.4381 -1.3699 20.8608  0.397
H -7.6929 -4.9435 19.8835  0.413
H -7.3933 -2.5891 16.4306  0.422
H -9.9413 -2.3363 21.3729  0.566
C -17.1189 -3.9680 9.3928  -0.359
C -17.2403 -4.5957 10.6837  -0.475
C -16.1548 -4.6872 11.4813  -0.349
C -14.9187 -4.0479 11.0715  0.176
C -14.8454 -3.4667 9.8099  0.030
C -15.9386 -3.4452 8.9275  -0.702
As -13.4038 -3.9928 12.3803  0.144
C -11.9395 -4.0845 11.0493  -0.177
C -11.4357 -5.1439 10.3229  -0.402
C -10.3213 -5.0347 9.5038  -0.740
C -9.6502 -3.8508 9.4468  -0.368
C -10.0172 -2.8063 10.2446  -0.541
C -11.1815 -2.8977 10.9988  0.681
C -11.8812 -1.6915 11.5842  0.571
C -11.5112 -0.3753 11.5122  -0.306
C -12.3783 0.6291 11.8463  -0.658
C -13.5106 0.2888 12.6170  -0.394
C -13.7337 -1.0233 13.0344  -0.589
C -12.9896 -2.0510 12.3706  0.187
H -18.0573 -3.6441 8.9255  0.278
H -18.2290 -4.8857 11.0311  0.369
H -16.2658 -5.3014 12.4229  0.296
H -13.8844 -3.0858 9.5079  0.380
H -15.8974 -3.0252 7.9044  0.341
H -11.8582 -6.1338 10.4452  0.451
H -9.8745 -5.9165 9.0604  0.377
H -8.7498 -3.7530 8.8323  0.347
H -9.3459 -1.8628 10.3009  0.152
H -10.5274 -0.0725 11.0799  0.216
H -12.1451 1.6648 11.5546  0.367
H -14.2702 1.0785 12.8683  0.289
H -14.5230 -1.2386 13.7394  0.432
C -8.6896 -7.2595 15.6745  -1.121
C -9.8989 -6.9828 16.4165  0.678
N -10.1461 -5.7693 16.9323  -0.072
O -10.8080 -7.8910 16.5670  -0.497
H -8.3593 -6.4525 15.0433  0.398
H -8.8940 -8.1470 15.0338  0.299
H -7.8551 -7.4626 16.3326  0.305
H -9.3273 -5.1116 17.0304  0.146
H -11.0331 -5.5170 17.4232  0.203
O -13.5820 -3.9935 15.5898  -0.595
C -13.1922 -5.0146 16.0228  0.695
N -12.8352 -6.0592 16.4490  -0.655



Which formula does entry 2 have?
C45H32NO8



Among the records above, which one has the highest multiplicity?
C45H34AsN12O3S2Ti